1.
Computed, not measured: a 11-piece molecular cluster, C5H30N2O11 overall, with ωB97M-V/def2-TZVPD.

## Properties
E_HOMO in hartree: -0.351
Maximum force in eV/A: 3.1
2S+1: 1
Lowest unoccupied orbital energy in eV: 0.0
ΔE to the lowest compared entry with this formula, charge and spin in kcal per mole: 72.1
Gap between HOMO and LUMO in eV: 9.57

The geometry in XYZ format:
```
48
Properties=species:S:1:pos:R:3:forces:R:3
O 2.083183 1.168003 -1.741709 0.68 0.00 -0.49
C 2.542270 0.548910 -0.817323 -1.08 -0.12 0.92
C 1.695215 0.243081 0.418685 -0.62 -0.07 -0.69
C 0.217128 0.880881 0.280789 1.59 -2.64 0.35
C -0.841857 -0.112369 0.709413 -2.04 1.56 0.49
C -1.362479 0.388453 2.964886 1.61 1.43 0.58
N -0.810035 -0.383188 2.137812 -0.29 -0.58 -0.01
N 1.792031 -1.201544 0.758044 0.92 1.95 -1.27
H 3.582764 0.206934 -0.757059 0.24 -0.07 -0.24
H 2.185199 0.850198 1.184813 0.20 -0.42 0.33
H -0.084262 1.003096 -0.769549 0.69 1.20 0.35
H 0.329841 1.657355 1.029549 -1.06 0.85 -0.90
H -0.819600 -1.031744 0.179209 0.41 -0.90 -0.48
H -1.818515 0.342013 0.357709 0.68 -0.38 0.76
H -1.743290 1.394602 2.718649 -0.56 -0.50 -0.38
H -1.080255 0.304130 4.030239 -0.64 -0.58 -0.41
H 1.266221 -1.682357 0.033402 -0.19 -0.44 0.80
H 1.517690 -1.282602 1.717124 -0.60 -0.66 0.11
H -3.638404 0.453688 -1.919066 -0.08 -0.28 -0.05
H -2.327106 0.920520 -2.538859 -0.08 -0.21 0.02
O -2.737536 0.158481 -2.084602 0.46 0.50 -0.15
H 3.277482 -1.573595 2.894976 -0.11 -0.17 0.01
H 2.311543 -1.261721 4.104168 1.02 0.16 -0.91
O 3.135810 -0.967208 3.625581 -0.91 0.05 0.80
H -0.004350 -1.729629 3.242479 -0.39 0.16 0.13
H -0.026771 -2.530132 4.615560 -0.18 -0.17 -0.15
O 0.413052 -1.842834 4.115675 0.58 0.01 0.25
H -2.505686 -1.969657 -1.881175 -0.34 -0.09 0.90
H -3.354976 -3.110082 -1.090840 0.67 0.24 0.26
O -3.262178 -2.558189 -1.867657 -0.96 -0.34 -0.89
H -2.323997 2.849972 -1.679987 0.69 0.13 0.42
H -1.060119 2.992848 -2.669461 0.92 0.16 0.73
O -2.005060 2.993829 -2.567443 -1.67 -0.30 -1.06
H 0.887140 0.606103 -3.137387 0.19 -0.14 0.10
H 0.444089 -0.739655 -3.793584 0.33 0.16 0.15
O 0.319953 0.214518 -3.809636 -0.55 0.01 -0.28
H 0.993647 3.521789 -1.216991 -0.48 -0.05 -0.18
H 1.461624 4.041813 -2.530754 -0.07 0.01 -0.42
O 0.653434 3.746800 -2.102451 0.55 0.07 0.65
H 0.666794 4.447803 1.575965 0.09 -0.07 -0.10
H 1.997026 3.696012 1.672193 0.07 0.06 0.06
O 1.178479 3.737279 1.169572 -0.03 0.16 0.00
H -0.043902 -4.136890 0.893852 0.08 -0.01 0.07
H -0.705868 -3.522195 -0.335380 0.03 0.15 -0.17
O -0.780961 -4.250996 0.289577 -0.11 -0.03 0.01
H -0.908706 -1.758896 -2.578149 -0.04 -0.39 -0.52
H -0.383778 -3.294958 -2.617785 -0.58 0.17 -0.50
O -0.321907 -2.428654 -2.213079 0.94 0.40 0.99
```
Positions in Å, forces in eV/Å.



2.
Computed, not measured: a 2-piece molecular cluster, C14H12N5O3 overall, with ωB97M-V/def2-TZVPD.

## Properties
E_HOMO in hartree: -0.117
Net charge: -1
Maximum force in eV/A: 3.2
2S+1: 1
Lowest unoccupied orbital energy in eV: 2.0
ΔE to the lowest compared entry with this formula, charge and spin in kcal per mole: 0.0
Gap between HOMO and LUMO in eV: 5.20

The geometry in XYZ format:
```
34
Properties=species:S:1:pos:R:3:forces:R:3
C 0.882532 -1.295605 -1.786820 0.60 0.07 -0.41
C 0.348048 0.063965 -1.482591 -0.17 0.75 -0.06
C 1.293813 1.112853 -1.491281 0.95 0.76 0.18
N 2.088985 1.974931 -1.465974 -0.89 -0.98 -0.04
C -1.020423 0.436123 -1.745266 -0.27 0.03 -0.10
C -2.046756 -0.542376 -1.905649 0.20 0.41 0.11
C -3.379115 -0.157074 -2.043892 0.34 0.22 -0.11
C -3.724201 1.199087 -2.090060 -0.24 -0.15 0.12
C -2.730543 2.178056 -1.991745 0.60 -0.39 -0.04
C -1.395695 1.808964 -1.840139 -0.40 -0.13 -0.03
H 0.107431 -2.055064 -1.887450 0.08 0.06 0.03
H 1.442681 -1.232412 -2.731212 -0.06 -0.42 0.05
H 1.583013 -1.603115 -1.005986 0.06 -0.22 -0.10
H -1.769325 -1.601123 -1.931996 -0.30 0.42 0.11
H -4.144387 -0.931000 -2.133136 0.14 0.27 -0.01
H -4.766385 1.493330 -2.206806 0.19 -0.08 0.04
H -2.975915 3.239387 -2.049759 -0.05 -0.28 0.00
H -0.616912 2.578233 -1.817610 -0.29 -0.32 0.12
C 3.663448 -2.430799 2.175735 0.20 0.43 0.15
O 3.435343 -1.130283 2.777565 0.09 -0.67 -0.26
C 2.319250 -0.512355 2.393420 -0.68 1.91 0.34
N 2.013991 0.600435 3.084396 1.48 -1.33 -0.02
C 0.832290 1.128220 2.795690 -2.68 1.33 0.26
N 0.117585 2.065259 3.520374 1.56 -2.16 -1.43
O -1.155036 2.039484 2.998931 0.09 -0.98 -1.57
N -1.237141 1.066079 1.883911 1.06 0.35 0.45
O -2.324987 0.849879 1.379288 0.85 0.21 0.42
C 0.033052 0.577740 1.723897 -1.94 1.52 2.01
C 0.465733 -0.556411 1.039433 0.04 -0.51 -0.89
N 1.642880 -1.086807 1.382729 -0.96 -0.11 -0.28
H 4.643425 -2.718009 2.550237 -0.01 -0.05 -0.04
H 2.910461 -3.157417 2.501674 0.08 0.25 -0.08
H 3.663665 -2.370069 1.082408 0.01 0.00 0.31
H -0.200817 -1.032115 0.317685 0.31 -0.21 0.73
```
Positions in Å, forces in eV/Å.



3.
Computed, not measured: C2H6N2O in the gas phase, with ωB97M-V/def2-TZVPD.

## Properties
E_HOMO in hartree: -0.349
Maximum force in eV/A: 4.9
2S+1: 1
Lowest unoccupied orbital energy in eV: 0.9
ΔE to the lowest compared entry with this formula, charge and spin in kcal per mole: 89.3
Gap between HOMO and LUMO in eV: 10.40

The geometry in XYZ format:
```
11
Properties=species:S:1:pos:R:3:forces:R:3
C 0.637191 1.426271 -0.859088 -2.07 4.20 1.29
C -0.455954 -0.867681 0.964398 -0.49 1.77 -2.26
H 1.297267 1.735469 0.003793 -0.18 -0.17 -1.28
H -0.444601 1.952316 -0.584082 2.49 -1.16 -0.78
H 0.929720 1.742476 -1.898324 0.04 0.17 1.29
H 1.291640 -1.415396 0.079716 0.65 -0.78 -0.39
H -0.268548 -1.562881 1.759283 -0.32 -0.41 0.59
H -2.145393 -0.593329 1.394129 -0.35 0.90 -0.97
N 0.705707 -0.641268 0.258243 -0.66 2.10 -0.47
N -1.532671 -0.218800 0.631804 0.70 -2.23 2.67
O 0.505154 0.101285 -0.952088 0.18 -4.40 0.30
```
Positions in Å, forces in eV/Å.



4.
Computed, not measured: C40H25F19GeN4O9SSr as an isolated structure, with ωB97M-V/def2-TZVPD.

## Properties
E_HOMO in hartree: -0.099
Net charge: -2
Maximum force in eV/A: 0.3
2S+1: 1
Lowest unoccupied orbital energy in eV: 3.4
ΔE to the lowest compared entry with this formula, charge and spin in kcal per mole: 38.3
Gap between HOMO and LUMO in eV: 6.13

The geometry in XYZ format:
```
100
Properties=species:S:1:pos:R:3:forces:R:3
Sr 1.888587 -0.552659 0.660133 0.13 -0.03 0.11
O 5.580687 -2.146500 3.153601 -0.04 -0.02 0.00
C 4.307493 -1.885798 2.809899 0.00 0.06 -0.01
O 3.915836 -0.769606 2.582201 0.00 -0.02 0.06
C 3.469011 -3.137991 2.752874 -0.06 -0.02 -0.01
O 2.148782 -2.829132 2.407918 0.05 -0.02 0.06
C 1.268639 -2.685170 3.519767 -0.03 -0.06 -0.05
C 0.183411 -1.694034 3.130825 -0.03 0.22 0.05
O -1.074227 -2.003430 3.468594 0.21 -0.04 -0.10
O 0.538808 -0.562647 2.771618 -0.07 -0.06 0.07
H 6.057667 -1.307893 3.078022 0.03 0.02 0.00
H 3.532813 -3.666658 3.710000 0.03 0.03 0.00
H 3.912142 -3.772318 1.984375 -0.02 -0.04 -0.01
H 1.812817 -2.243510 4.365235 -0.01 0.01 0.02
H 0.843259 -3.649601 3.795648 -0.02 0.01 -0.01
C 1.349525 2.697736 2.309455 -0.04 0.00 0.02
C 2.190108 2.878199 1.056605 0.01 0.02 -0.05
N 3.431280 2.087628 1.039723 -0.07 0.01 0.02
C 4.262938 2.281497 2.226656 -0.03 -0.02 0.01
C 4.681755 3.723493 2.516690 0.00 0.02 0.00
C 4.186467 2.323827 -0.206536 0.06 0.05 0.00
C 4.196007 1.103493 -1.120384 -0.02 0.00 -0.01
N 2.820905 0.727671 -1.331763 0.04 -0.19 0.04
C 2.245029 0.601872 -2.515715 -0.16 0.06 -0.01
C 0.821841 0.475118 -2.505243 0.07 0.01 0.06
F 0.229655 0.508053 -1.273057 0.02 -0.15 -0.12
C 0.041804 0.365136 -3.619797 0.01 0.02 -0.02
F -1.296130 0.295230 -3.480288 0.01 0.00 0.00
C 0.597551 0.339846 -4.894155 0.00 0.00 0.01
C 1.974013 0.441566 -4.947049 0.03 0.01 -0.01
F 2.581940 0.416806 -6.157350 0.00 0.00 0.00
C 2.775491 0.565028 -3.832156 0.00 0.04 0.01
F 4.121248 0.635493 -4.029461 0.00 0.00 0.00
H 0.385602 3.188621 2.168795 0.01 0.00 0.00
H 1.139388 1.652165 2.540174 0.01 0.00 -0.01
H 1.824600 3.137434 3.189377 0.00 0.01 0.00
H 1.619266 2.572631 0.176518 -0.01 0.01 0.01
H 2.407038 3.949848 0.916690 0.01 0.00 0.00
H 3.735091 1.871945 3.089009 0.00 0.00 0.01
H 5.149331 1.656623 2.097575 -0.01 0.00 0.01
H 3.819792 4.353847 2.740158 0.00 0.00 0.00
H 5.348048 3.753677 3.381912 0.00 0.00 0.00
H 5.209614 4.169721 1.671420 0.00 -0.01 0.00
H 3.730117 3.154905 -0.755529 0.02 0.02 0.00
H 5.213516 2.625505 0.031411 0.01 -0.04 0.01
H 4.762017 1.341760 -2.024622 -0.04 0.03 -0.01
H 4.740624 0.291172 -0.614225 -0.02 -0.01 0.00
H -0.007059 0.254395 -5.782721 0.00 -0.01 0.00
C -1.187893 -2.392512 -1.588619 0.02 0.00 0.03
C 0.169732 -2.994521 -1.573964 -0.02 -0.05 -0.05
N 1.239657 -2.540148 -0.952375 -0.16 -0.09 -0.14
C 2.238335 -3.459721 -1.169121 0.03 0.15 0.11
C 1.761214 -4.483170 -1.943052 0.08 -0.04 0.06
N 0.452423 -4.161897 -2.193389 0.00 0.01 0.02
C 2.328625 -5.736109 -2.485037 0.02 0.07 -0.16
O 3.573695 -6.003525 -2.170093 0.05 -0.02 0.07
O 1.652253 -6.451057 -3.199560 -0.04 -0.02 0.05
C 3.580803 -3.257945 -0.530411 -0.19 0.11 0.01
O 4.427695 -4.181115 -0.626898 0.01 -0.03 -0.06
O 3.726405 -2.186593 0.101457 0.22 -0.06 -0.11
H -1.175128 -1.411593 -1.121026 0.03 0.00 0.00
H -1.879228 -3.014810 -1.015789 0.00 0.00 -0.01
H -1.562916 -2.292079 -2.608545 0.00 0.01 0.00
H -0.167384 -4.734724 -2.742830 0.01 -0.01 0.00
H 3.960961 -5.281921 -1.541555 0.00 0.00 0.02
F -1.088841 2.879265 -1.105131 -0.04 0.03 0.01
C -2.336400 2.891443 -1.610648 0.01 0.03 0.01
C -3.317284 2.065342 -1.094621 0.02 -0.02 -0.02
C -4.562281 2.201179 -1.681443 0.00 -0.03 0.00
F -5.605908 1.465923 -1.252361 0.00 -0.01 0.03
C -4.827501 3.068875 -2.724811 -0.01 0.01 -0.01
F -6.054658 3.156228 -3.269480 0.01 0.00 0.00
C -3.809562 3.864979 -3.215886 -0.02 0.01 -0.01
F -4.044744 4.717914 -4.225986 0.00 -0.01 0.02
C -2.553486 3.781552 -2.651846 0.03 0.00 0.00
F -1.567337 4.566061 -3.116851 -0.01 -0.01 0.01
Ge -2.821068 0.768448 0.464903 0.02 0.11 0.01
S -1.143699 -2.912087 1.931041 -0.08 -0.05 0.01
C -4.222773 1.764686 1.659301 0.01 0.02 -0.05
C -5.547123 1.483865 1.946995 0.01 -0.02 0.04
F -6.168863 0.410462 1.433097 -0.03 -0.02 -0.06
C -6.334782 2.277432 2.767016 0.01 0.03 0.02
F -7.616790 1.958668 3.017274 -0.01 0.00 0.00
C -5.801602 3.418103 3.333393 -0.01 -0.01 0.00
F -6.552242 4.198687 4.128388 0.00 -0.01 0.00
C -4.487087 3.747703 3.069285 0.00 0.00 0.01
F -3.960813 4.861669 3.608143 0.00 0.00 0.00
C -3.741172 2.921250 2.248008 0.02 0.03 0.01
F -2.471361 3.317674 2.013101 -0.01 0.00 -0.01
C -3.978239 -0.835252 -0.089057 0.00 -0.01 0.01
C -4.178480 -1.294273 -1.374673 -0.03 0.01 -0.02
F -3.804034 -0.554151 -2.439571 -0.02 0.01 0.02
C -4.741669 -2.525973 -1.665603 -0.01 0.00 0.00
F -4.914401 -2.929057 -2.938388 0.00 0.00 0.01
C -5.118336 -3.359161 -0.631240 0.00 -0.02 0.00
F -5.664345 -4.558667 -0.892225 0.00 0.01 0.00
C -4.925582 -2.948478 0.675438 -0.01 -0.01 0.00
F -5.297423 -3.752728 1.682106 0.00 -0.01 -0.01
C -4.358634 -1.711102 0.912839 0.01 -0.01 0.01
F -4.194869 -1.358029 2.197469 0.01 0.00 0.02
```
Positions in Å, forces in eV/Å.